# 1
C47H55AuCl3N3OPSTe as an isolated structure at a distorted geometry. Source: OMol25; level of theory: ωB97M-V/def2-TZVPD.

Structure (XYZ):
```
113
Properties=species:S:1:pos:R:3:forces:R:3
Au -0.103000 -0.031100 -0.020100 0.1 0.2 0.1
C 4.714800 0.638900 -0.295300 -0.2 0.1 0.2
C 3.268700 0.665000 -0.778700 -0.5 -0.1 -0.2
C 3.062700 -0.112500 -2.075500 0.0 0.1 0.0
P 2.076400 0.147400 0.556500 1.1 0.4 0.4
C 2.787600 -1.270600 1.497400 -0.4 0.0 -0.2
C 1.855900 -1.534000 2.677700 0.1 0.1 0.1
C 2.912100 -2.512100 0.622300 0.1 0.0 0.0
C 2.117500 1.559200 1.673100 -0.5 0.1 -0.3
C 3.068500 1.734300 2.669900 0.0 0.3 0.4
C 3.109900 2.887200 3.440600 0.1 -0.2 -0.1
C 4.087300 3.051200 4.558800 0.0 0.1 0.0
C 2.216200 3.923300 3.136000 0.1 -0.3 -0.1
C 1.272800 3.786200 2.156400 -0.2 0.0 -0.4
C 1.123000 2.559200 1.454200 1.2 -0.1 0.8
N 0.031600 2.276600 0.770600 -0.7 -1.7 -0.6
C -0.937100 3.116400 0.308300 -0.6 0.4 -0.4
C -0.742400 3.887100 -0.856100 0.1 -0.1 0.1
C 0.586100 3.847100 -1.544900 -0.1 0.1 0.1
C -1.805900 4.590200 -1.381300 0.0 0.0 0.0
C -3.061700 4.577000 -0.780900 0.0 -0.1 0.0
C -4.187600 5.329100 -1.413600 0.0 0.0 0.0
C -3.243100 3.809200 0.363500 0.0 0.2 -0.1
C -2.213200 3.060900 0.903100 0.3 0.1 0.2
C -2.404300 2.246100 2.142700 0.0 0.0 0.0
H 5.356200 1.120600 -1.029300 0.0 0.0 -0.1
H 5.074300 -0.378100 -0.159100 0.0 -0.1 0.0
H 4.814400 1.184500 0.641500 0.1 0.0 0.1
H 2.983800 1.712200 -0.960600 0.0 -0.2 0.1
H 3.274900 -1.171600 -1.955500 0.0 -0.1 0.0
H 3.731300 0.275300 -2.842400 0.0 0.0 -0.1
H 2.036200 -0.005800 -2.427000 0.0 -0.1 -0.1
H 3.778300 -0.980700 1.861700 -0.1 0.1 -0.1
H 0.870500 -1.825700 2.312900 -0.1 -0.1 0.0
H 1.735800 -0.649200 3.301100 0.0 0.0 0.1
H 2.250800 -2.336600 3.296800 0.0 -0.1 0.0
H 1.938800 -2.780900 0.206100 0.1 0.0 0.0
H 3.276600 -3.347000 1.216900 0.0 -0.1 0.1
H 3.605600 -2.366600 -0.201000 0.1 0.0 -0.1
H 3.788100 0.951900 2.872700 0.1 0.0 0.0
H 4.684600 2.154300 4.697700 0.1 0.0 0.0
H 3.560200 3.260600 5.489000 0.0 0.0 0.1
H 4.749900 3.894600 4.365900 0.1 0.0 0.1
H 2.267100 4.843600 3.700700 0.0 0.1 0.1
H 0.560800 4.573600 1.955700 -0.1 0.1 0.0
H 0.842000 2.815900 -1.793500 0.1 -0.1 -0.1
H 1.372800 4.226200 -0.893500 0.1 0.0 0.0
H 0.562500 4.437000 -2.457000 0.1 0.0 -0.1
H -1.665300 5.165700 -2.286600 0.0 0.1 -0.1
H -3.877800 6.335500 -1.687700 0.0 0.1 0.0
H -5.050300 5.392200 -0.756600 -0.1 0.0 0.1
H -4.487900 4.818900 -2.328600 -0.1 0.0 -0.1
H -4.204100 3.811400 0.858300 -0.2 0.0 0.0
H -3.421400 1.863800 2.206600 -0.1 0.0 0.1
H -2.209700 2.852900 3.029300 0.0 0.0 0.1
H -1.694300 1.419100 2.154800 -0.1 0.0 0.1
Cl -6.113800 -3.630400 -6.166200 0.0 -0.2 -0.1
C -5.857400 -2.195400 -5.257300 0.0 0.4 0.3
C -4.922100 -2.166500 -4.235400 -0.2 -0.1 -0.1
C -4.703700 -0.989800 -3.544500 -0.2 0.0 0.0
C -5.412200 0.173400 -3.831500 -0.1 0.1 0.0
C -5.163100 1.471700 -3.099200 -0.4 0.0 0.3
C -5.275000 1.335300 -1.559700 -0.3 0.7 -0.7
N -4.199000 0.616500 -0.927200 0.5 -0.1 0.1
C -4.346500 -0.409500 -0.037700 0.2 -0.3 0.4
C -3.091800 -0.800700 0.313900 -0.5 -0.4 0.2
N -2.189200 -0.035500 -0.358600 0.4 0.1 -0.1
C -2.882700 0.822600 -1.078000 0.2 0.3 -0.4
O -3.944800 2.150800 -3.400700 -0.3 0.1 0.3
C -3.050200 1.610600 -4.350800 0.3 -0.1 -0.2
C -3.633500 1.443200 -5.720200 0.2 -0.3 0.0
C -3.492300 0.325300 -6.490700 -0.2 0.3 -0.3
Cl -2.581800 -1.071600 -6.111700 0.3 -0.1 -0.1
S -4.331800 0.440700 -7.998300 0.2 0.2 0.5
C -4.866600 2.022300 -7.591700 0.1 -0.3 -0.1
C -4.421700 2.421200 -6.377100 0.1 0.0 -0.1
C -6.376700 0.104600 -4.842900 0.1 -0.3 0.1
Cl -7.344400 1.475700 -5.257600 -0.3 0.1 0.0
C -6.590200 -1.058500 -5.562600 0.0 0.0 0.0
H -4.356700 -3.052700 -4.001300 0.1 -0.1 0.0
H -3.951800 -0.984400 -2.772500 0.1 0.0 0.1
H -5.972800 2.160700 -3.382500 0.2 -0.2 0.2
H -6.207900 0.817100 -1.328600 0.1 0.1 0.0
H -5.303500 2.349100 -1.147400 0.0 -0.1 0.0
H -5.305400 -0.759800 0.284300 -0.2 -0.1 0.0
H -2.776300 -1.578700 0.979000 0.0 -0.1 0.1
H -2.461100 1.577500 -1.710200 0.0 0.2 -0.1
H -2.634400 0.651000 -4.018400 0.0 0.1 0.0
H -2.245900 2.352600 -4.370800 0.1 -0.2 0.0
H -5.478200 2.562600 -8.285700 -0.1 0.2 -0.1
H -4.632500 3.381300 -5.946200 -0.1 0.2 0.1
H -7.315900 -1.069900 -6.360200 -0.1 0.0 0.0
C -0.837500 -9.686200 0.092500 0.0 -0.1 0.0
C -0.692800 -8.217900 -0.134700 0.0 0.2 -0.1
C -0.560600 -7.323800 0.920100 0.0 -0.1 -0.1
C -0.461700 -5.960300 0.709200 0.0 0.1 0.1
C -0.294400 -5.046100 1.884000 0.0 0.0 0.0
C -0.512400 -5.462600 -0.601000 0.3 0.1 0.4
Te -0.666000 -3.383800 -0.944300 -0.5 0.5 -0.3
C -0.580300 -6.355700 -1.680200 0.1 0.2 -0.2
C -0.576300 -5.898200 -3.103900 0.0 0.1 -0.1
C -0.678200 -7.712300 -1.427200 -0.1 0.0 0.3
H -0.762000 -9.931600 1.147900 0.0 -0.1 0.1
H -0.070700 -10.234800 -0.453200 0.0 -0.1 0.0
H -1.804900 -10.029700 -0.274300 0.0 0.0 0.0
H -0.541100 -7.706500 1.929500 0.0 0.0 0.2
H -0.179200 -5.617800 2.801400 0.0 0.0 0.1
H -1.160100 -4.391000 1.992500 0.0 0.1 0.0
H 0.588300 -4.419900 1.754500 0.0 0.1 0.1
H -0.038800 -4.957600 -3.213300 0.0 0.0 -0.1
H -1.598100 -5.750600 -3.456700 0.0 0.1 -0.1
H -0.108700 -6.645500 -3.740900 0.0 0.0 -0.1
H -0.759100 -8.396700 -2.258400 0.0 -0.1 -0.2
```
Positions in Å, forces in eV/Å.

Output
charge	+1
maximum force	1.93	eV Å⁻¹
orbital gap (alpha / beta)	2.93 / 3.54	eV
LUMO level (alpha / beta)	-5.71 / -5.48	eV
ΔE to the lowest compared entry with this formula, charge and spin	1.881	eV

# 2
C47H55BrIN5O11PRuSi4Te as an isolated structure at a distorted geometry. Source: OMol25; level of theory: ωB97M-V/def2-TZVPD.

Structure (XYZ):
```
127
Properties=species:S:1:pos:R:3:forces:R:3
Ru -0.001905 0.062146 -0.123527 -0.2 1.0 0.7
O 3.677805 -0.042700 0.206774 0.1 0.1 0.0
C 2.755168 0.697753 0.448227 -0.1 0.0 0.0
O 1.773455 0.982253 -0.392888 0.2 -0.5 -0.1
C 2.695499 1.507071 1.716127 -0.1 -0.1 0.0
C 3.896439 1.931419 2.268543 0.0 0.0 0.0
C 3.907209 2.784072 3.359575 0.0 0.0 0.0
C 2.708557 3.221973 3.903583 0.0 0.0 0.0
C 1.508376 2.784347 3.368020 0.0 0.0 0.0
C 1.487065 1.907367 2.284522 0.0 0.0 0.0
P -0.139887 1.335841 1.686038 -0.2 0.2 0.4
C -0.946203 0.534175 3.116753 0.1 0.0 0.0
C -0.349501 0.427219 4.370397 0.0 -0.1 0.0
C -1.010617 -0.214379 5.408706 0.0 0.0 0.0
C -2.275631 -0.749069 5.215109 0.0 0.0 0.0
C -2.876267 -0.651255 3.968363 0.0 0.0 0.0
C -2.208117 -0.022889 2.929840 0.0 0.0 0.0
C -0.981291 2.950088 1.524043 0.0 0.0 -0.1
C -2.199417 3.249071 2.121281 0.0 0.0 0.0
C -2.799494 4.485902 1.906505 0.0 0.0 0.0
C -2.183881 5.429472 1.099799 0.0 0.0 0.0
C -0.952900 5.144895 0.517412 0.0 0.0 0.0
C -0.355823 3.915792 0.731482 0.0 0.0 0.0
H 4.815197 1.581994 1.816498 0.0 0.0 0.0
H 4.847901 3.117701 3.778018 0.0 0.0 0.0
H 2.705439 3.900924 4.746359 0.0 0.0 0.0
H 0.577552 3.129414 3.803089 0.0 0.0 0.0
H 0.649847 0.797311 4.539135 0.0 0.0 0.0
H -0.521277 -0.307652 6.369414 0.0 0.0 0.0
H -2.785578 -1.248654 6.028603 0.0 0.0 0.0
H -3.859520 -1.072448 3.796070 0.0 0.0 0.0
H -2.680168 0.038137 1.960521 0.0 0.0 0.0
H -2.682562 2.524554 2.763385 0.0 0.0 0.0
H -3.746070 4.710926 2.381904 0.0 0.0 0.0
H -2.652328 6.391134 0.934198 0.0 0.0 0.0
H -0.459455 5.882250 -0.102803 0.0 0.0 0.0
H 0.609556 3.699468 0.285754 0.0 0.0 0.0
Br -4.890784 1.279289 0.814271 0.1 0.0 -0.1
C -5.298514 -0.565398 0.797581 0.1 0.0 -0.1
C -6.537305 -0.926027 1.318301 0.0 0.0 0.0
C -6.936500 -2.248458 1.325336 0.0 0.0 0.0
C -6.094952 -3.222640 0.808514 0.0 0.0 0.0
C -4.860482 -2.865388 0.299552 0.1 0.0 0.0
C -4.444216 -1.532831 0.286354 0.1 -0.3 0.2
I -2.545253 -1.303341 -0.608904 0.1 0.1 -0.3
H -7.182091 -0.152382 1.711462 0.0 0.0 0.0
H -7.902835 -2.513866 1.731944 0.0 0.0 0.0
H -6.392310 -4.262394 0.804937 0.0 0.0 0.0
H -4.201020 -3.629117 -0.090594 0.0 0.0 0.0
O 3.895283 -6.497684 2.465590 0.0 0.0 0.0
N 3.404760 -6.100562 1.426932 -0.1 -0.1 0.0
O 3.421049 -6.719981 0.376304 0.0 0.0 0.0
C 2.741798 -4.805173 1.433654 0.1 0.0 -0.1
C 2.081404 -4.380129 0.290306 0.0 0.0 0.1
C 1.479066 -3.154367 0.313688 0.0 0.3 -0.1
C 1.495300 -2.255650 1.419249 0.0 0.1 -0.1
O 0.879469 -1.140509 1.405128 0.0 -0.3 -0.2
C 2.202688 -2.765948 2.547818 0.1 0.0 0.0
C 2.792775 -4.011866 2.561884 0.0 0.0 0.0
N 2.346295 -1.969074 3.764099 -0.1 0.0 0.0
O 2.347965 -0.759478 3.657255 0.1 0.0 0.0
O 2.468377 -2.565759 4.819826 0.0 0.0 0.0
N 0.785223 -2.698808 -0.854630 0.0 -0.3 -0.1
O 1.658867 -1.894861 -1.624051 -0.1 -0.1 0.3
O 0.017197 -3.471071 -1.474297 0.2 0.2 0.1
H 2.032525 -5.004338 -0.590341 0.0 0.0 0.0
H 3.300561 -4.353608 3.451124 0.0 0.0 0.0
O 3.223288 2.259944 -6.197759 0.0 0.0 0.0
C 3.021181 3.295637 -5.264508 0.0 0.0 0.0
N 1.998305 2.955869 -4.301318 0.0 0.0 0.1
C 0.872226 3.696263 -4.128842 0.1 0.0 0.0
O 0.655861 4.738700 -4.717432 0.0 0.0 0.0
C -0.126753 3.149495 -3.145697 0.0 0.0 0.0
C -1.429426 3.630185 -3.170922 0.0 0.0 0.1
C -2.337987 3.091750 -2.279530 0.0 0.0 0.0
C -1.929423 2.084895 -1.422848 0.0 0.0 0.0
N -0.683399 1.608535 -1.390416 0.0 0.0 -0.3
C 0.201930 2.171675 -2.226677 0.1 0.0 0.0
H 3.810698 1.600876 -5.813922 0.0 0.0 0.0
H 2.672443 4.170977 -5.804593 0.0 0.0 0.0
H 3.954712 3.533399 -4.749145 0.0 0.0 0.0
H 2.090716 2.074818 -3.820419 0.0 0.0 0.0
H -1.692051 4.410103 -3.873054 0.0 0.0 0.0
H -3.363182 3.432411 -2.234204 0.0 0.0 0.0
H -2.621355 1.646651 -0.730057 -0.2 -0.1 0.2
H 1.216778 1.828443 -2.092406 0.0 0.0 -0.1
C 0.051273 -0.279223 -6.691101 0.0 0.0 0.0
Si 0.945509 -1.940680 -6.627608 0.1 0.1 0.0
C 0.461103 -2.910243 -8.162385 0.0 0.0 0.0
C 2.809270 -1.632638 -6.676054 0.0 0.0 0.0
Si 0.432493 -3.044309 -4.612479 -0.1 0.0 -0.2
Te 0.726113 -1.001315 -3.145046 0.0 -0.1 -0.2
Si -1.798874 -3.773540 -4.656733 0.0 0.0 0.0
C -2.867476 -2.316269 -5.173395 0.0 0.0 0.0
C -1.855772 -5.109192 -5.981875 0.0 0.0 0.0
C -2.473701 -4.497766 -3.059919 0.0 0.0 0.0
Si 2.033279 -4.714340 -4.128820 -0.1 0.0 0.1
C 1.145897 -6.060804 -3.153826 0.0 0.0 0.0
C 3.562242 -4.104142 -3.225140 0.0 0.0 -0.1
C 2.533774 -5.409099 -5.803033 0.0 0.0 0.0
H 0.557644 0.377368 -7.402468 0.0 0.0 0.0
H 0.030287 0.264335 -5.741168 0.0 0.0 0.0
H -0.983253 -0.403966 -7.017187 0.0 0.0 0.0
H 0.844825 -2.408961 -9.054843 0.0 0.0 0.0
H -0.623376 -2.986053 -8.263081 0.0 0.0 0.0
H 0.871286 -3.922026 -8.143511 0.0 0.0 0.0
H 3.009584 -0.670418 -7.152380 0.0 0.0 0.0
H 3.313036 -2.400603 -7.266279 0.0 0.0 0.0
H 3.259636 -1.625355 -5.680522 0.0 0.0 0.0
H -2.549821 -1.904937 -6.133269 0.0 0.0 0.0
H -2.822510 -1.513628 -4.432271 0.0 0.0 0.0
H -3.910938 -2.627865 -5.269158 0.0 0.0 0.0
H -1.519228 -4.743513 -6.953309 0.0 0.0 0.0
H -2.875321 -5.486613 -6.098334 0.0 0.0 0.0
H -1.221195 -5.953634 -5.701540 0.0 0.0 0.0
H -2.034241 -4.047524 -2.171133 0.0 0.0 -0.1
H -2.287808 -5.573256 -3.021169 0.0 0.0 0.0
H -3.556129 -4.341923 -3.031108 0.0 0.0 0.0
H 0.331062 -5.656728 -2.551386 0.0 0.0 0.0
H 1.837401 -6.574874 -2.480397 0.0 0.0 0.0
H 0.729566 -6.809344 -3.832409 0.0 0.0 0.0
H 3.394767 -3.200425 -2.641157 0.0 0.0 0.0
H 4.361329 -3.902531 -3.942136 0.0 0.0 0.0
H 3.915993 -4.883982 -2.545080 0.0 0.0 0.0
H 1.666210 -5.770760 -6.360146 0.0 0.0 0.0
H 3.216767 -6.252384 -5.667363 0.0 0.0 0.0
H 3.043958 -4.659652 -6.410685 0.0 0.0 0.0
```
Positions in Å, forces in eV/Å.

Output
⟨S²⟩	0.755
maximum force	1.27	eV Å⁻¹
orbital gap (alpha / beta)	7.19 / 7.38	eV
2S+1	2
LUMO level (alpha / beta)	-0.75 / -0.75	eV